Below is a 5-piece molecular cluster, C5H19NO6 overall, with properties calculated with wB97M-V/def2-TZVPD.

Atoms and positions in Å:
1 C 1.4501 0.0647 2.4425
2 C 1.3293 1.3762 1.6586
3 C 2.0165 1.2156 0.2870
4 C 1.2438 0.0661 -0.5137
5 N 0.2935 0.8435 -1.3443
6 C 2.2382 -0.7742 -1.2481
7 O 3.3614 -0.4427 -1.6214
8 O 1.5789 -1.7553 -2.1029
9 H 2.1112 0.0748 3.3061
10 H 1.5840 -0.7931 1.7585
11 H 0.4484 -0.3483 2.9634
12 H 1.6559 2.1373 2.2787
13 H 0.2193 1.6786 1.4571
14 H 3.1035 1.1172 0.4411
15 H 2.0230 2.1459 -0.3817
16 H 0.7933 -0.4817 0.3414
17 H 0.0499 1.7357 -1.0324
18 H 0.5938 0.7444 -2.3264
19 H 0.7971 -2.0407 -1.7277
20 O -2.9331 2.6475 -0.0939
21 H -2.9939 2.5411 0.8540
22 H -3.2619 1.6645 -0.3524
23 O -2.6323 -0.2298 -1.2319
24 H -2.6918 -0.6184 -0.3337
25 H -1.8044 0.2189 -1.2251
26 O -0.9797 -2.4103 -1.3264
27 H -1.6537 -1.7337 -1.6993
28 H -0.9519 -3.0494 -2.0632
29 O -2.3561 -1.5264 1.0916
30 H -1.6394 -1.8580 0.6017
31 H -2.9930 -2.2101 1.1432

Results
HOMO energy	-9.69	eV
energy above the lowest of the compared OMol25 structures with the same formula, charge and spin	63.9	kcal per mole
gap between HOMO and LUMO	0.3642	Eh
E	-19266.99475	eV
charge	0
structure (SMILES)	CCC[C@@H](N)C(=O)O.O.O.O.O

Results of the Löwdin charge analysis, in e, for atoms 1 through 4: -0.12, -0.25, -0.16, -0.30